No. 1
C43H40N4O5PS2Se2Ta | ωB97M-V/def2-TZVPD

The net charge is 0. For the lowest unoccupied orbital energy, the calculation gives -0.7 eV. For the energy, the calculation gives -224647.68710 eV. The calculation puts the frontier orbital gap at 6.44 eV.

Each line ends with the Mulliken charge.
Element x y z (Å)
Ta (-0.2961, 0.2802, 0.0860)  -0.10
S (-0.1480, 1.5971, -1.9326)  0.00
C (-1.4678, 2.7586, -1.9964)  0.18
C (-1.4595, 3.7530, -2.9705)  -0.70
C (-2.5036, 4.6598, -3.0425)  -0.74
C (-3.5564, 4.5680, -2.1384)  -0.56
C (-3.5621, 3.5795, -1.1699)  -0.91
C (-2.5160, 2.6605, -1.0880)  0.26
S (-2.5267, 1.4138, 0.1458)  -0.01
H (-0.6308, 3.8112, -3.6644)  0.50
H (-2.4955, 5.4344, -3.7980)  0.38
H (-4.3745, 5.2746, -2.1869)  0.38
H (-4.3779, 3.5107, -0.4620)  0.50
Se (-1.6664, -0.8997, 2.1315)  -0.21
P (-2.7569, -1.9576, 0.5702)  -0.33
Se (-1.8125, -1.7167, -1.3440)  -0.39
C (-4.4913, -1.4300, 0.5475)  1.24
C (-5.1347, -1.1379, 1.7458)  -0.49
C (-6.4785, -0.8050, 1.7458)  -0.75
C (-7.1827, -0.7604, 0.5498)  -0.45
C (-6.5408, -1.0498, -0.6446)  -0.68
C (-5.1955, -1.3849, -0.6484)  -0.29
C (-2.8258, -3.7229, 1.0063)  0.58
C (-3.0551, -4.6594, 0.0010)  -0.33
C (-3.1306, -6.0091, 0.3116)  -0.70
C (-2.9759, -6.4296, 1.6270)  -0.51
C (-2.7480, -5.4979, 2.6295)  -0.68
C (-2.6707, -4.1468, 2.3206)  -0.06
H (-4.5800, -1.1398, 2.6764)  0.38
H (-6.9728, -0.5677, 2.6778)  0.41
H (-8.2293, -0.4887, 0.5498)  0.40
H (-7.0841, -1.0015, -1.5780)  0.42
H (-4.6828, -1.5757, -1.5828)  0.35
H (-3.1537, -4.3336, -1.0274)  0.38
H (-3.3061, -6.7326, -0.4733)  0.41
H (-3.0301, -7.4826, 1.8681)  0.40
H (-2.6190, -5.8224, 3.6527)  0.42
H (-2.4603, -3.4278, 3.1027)  0.39
O (4.7162, -3.3180, 0.5696)  -0.61
C (3.8892, -4.3628, 0.5256)  0.37
O (4.2862, -5.4887, 0.3692)  -0.62
C (2.4335, -4.0792, 0.6365)  0.20
C (1.4987, -5.0880, 0.5554)  -0.82
N (0.2879, -4.5081, 0.6690)  0.20
N (0.3611, -3.1880, 0.8245)  0.10
C (1.6560, -2.9102, 0.8122)  -0.18
C (2.1189, -1.5178, 0.9472)  0.62
O (3.3084, -1.2427, 1.0264)  -0.85
O (1.2057, -0.5943, 1.0015)  0.06
H (4.2033, -2.4738, 0.6820)  0.45
H (1.6405, -6.1454, 0.4246)  0.59
H (-0.6249, -4.9429, 0.6485)  0.10
C (3.1666, 1.1914, -1.6415)  -0.89
N (2.6604, 0.3982, -2.7455)  0.43
C (3.1563, 0.7652, -4.0617)  -0.68
C (2.2755, 0.1821, -5.1422)  -0.65
C (2.0912, -1.2899, -4.8525)  -0.71
N (1.5049, -1.4472, -3.5336)  0.31
C (0.7146, -2.6394, -3.3070)  -0.76
C (1.7607, -0.5758, -2.5334)  -0.13
O (1.1976, -0.7264, -1.4056)  0.46
H (2.6473, 2.1464, -1.5622)  0.42
H (4.2270, 1.3759, -1.8187)  0.55
H (3.0701, 0.6442, -0.7117)  -0.17
H (4.1896, 0.4168, -4.1727)  0.34
H (3.1721, 1.8565, -4.1144)  0.38
H (2.7256, 0.3343, -6.1222)  0.40
H (1.3002, 0.6740, -5.1297)  0.22
H (3.0488, -1.8217, -4.9129)  0.28
H (1.4125, -1.7543, -5.5697)  0.43
H (-0.2144, -2.6064, -3.8808)  0.30
H (0.4777, -2.7272, -2.2532)  -0.12
H (1.2888, -3.5153, -3.6177)  0.40
C (0.3923, 5.6555, 5.0723)  -0.42
C (-0.8194, 5.5896, 4.3997)  -0.63
C (-1.0894, 4.5199, 3.5612)  -0.40
C (-0.1494, 3.5099, 3.3645)  -0.12
C (1.0560, 3.5776, 4.0589)  0.09
C (1.3251, 4.6423, 4.9048)  -0.81
C (-0.4887, 2.4024, 2.4410)  -0.07
C (0.2545, 1.9557, 1.4241)  -0.37
C (1.5520, 2.6218, 1.1155)  0.68
C (2.7804, 2.1219, 1.5326)  0.16
C (3.9522, 2.8161, 1.2659)  -0.96
C (3.9149, 4.0152, 0.5696)  -0.64
C (2.6922, 4.5179, 0.1388)  -0.76
C (1.5242, 3.8236, 0.4052)  -0.31
H (0.6059, 6.4882, 5.7292)  0.39
H (-1.5553, 6.3726, 4.5287)  0.39
H (-2.0356, 4.4676, 3.0352)  0.46
H (1.7834, 2.7888, 3.9355)  0.44
H (2.2674, 4.6788, 5.4351)  0.41
H (-1.4817, 1.9859, 2.5805)  0.62
H (2.8225, 1.1833, 2.0704)  0.54
H (4.8981, 2.4140, 1.6067)  0.43
H (4.8291, 4.5567, 0.3657)  0.40
H (2.6495, 5.4555, -0.4008)  0.43
H (0.5680, 4.2128, 0.0738)  0.49

No. 2
C43H42BCrNO5S | ωB97M-V/def2-TZVPD

The net charge is +3. For the lowest unoccupied orbital energy (alpha / beta), the calculation gives -10.6 / -10.8 eV. For the energy, the calculation gives -96904.09294 eV. The multiplicity is 4. The calculation puts the frontier orbital gap (alpha / beta) at 4.55 / 4.87 eV.

Each line ends with the Mulliken charge.
Element x y z (Å)
C (4.0768, 5.1446, -0.2402)  -1.21
C (2.9270, 4.3970, -0.8000)  0.74
C (2.6221, 4.2305, -2.1423)  -0.99
C (1.3662, 3.6068, -2.3572)  -0.37
C (0.6794, 3.3306, -1.1700)  -0.19
B (1.8783, -1.4638, -0.4095)  0.79
C (-0.7141, 3.0809, -1.0141)  1.74
C (-1.2701, 2.9047, 0.2686)  -0.91
C (-2.6312, 2.8370, 0.4358)  -0.68
C (-3.4999, 3.0084, -0.6769)  0.97
N (-4.8426, 3.1117, -0.4911)  0.10
C (-5.7278, 3.3588, -1.6076)  -0.90
C (-5.4145, 3.0556, 0.8379)  -0.86
C (-2.9415, 3.0955, -1.9803)  -0.96
C (-1.5749, 3.1032, -2.1404)  -0.94
O (2.7926, -1.3566, -1.5089)  -0.40
C (3.9765, -0.7779, -0.9987)  1.42
C (5.1535, -1.4961, -1.6374)  -1.91
C (4.0026, 0.6859, -1.4113)  -1.60
C (3.8644, -0.9727, 0.6078)  1.61
C (4.5981, -2.2192, 1.0978)  -1.92
C (4.3194, 0.2412, 1.4017)  -1.79
O (2.4862, -1.1676, 0.8598)  -0.16
S (1.7451, 3.6263, 0.1961)  -0.14
H (4.6050, 5.6478, -1.0568)  0.40
H (3.7469, 5.9052, 0.4799)  0.34
H (4.7672, 4.4570, 0.2654)  0.31
H (3.2830, 4.5894, -2.9297)  0.45
H (0.9446, 3.4060, -3.3326)  0.55
H (-0.6169, 2.7843, 1.1338)  0.49
H (-3.0479, 2.6994, 1.4348)  0.45
H (-5.4501, 4.2817, -2.1388)  0.39
H (-5.6937, 2.5321, -2.3330)  0.34
H (-6.7451, 3.4588, -1.2203)  0.27
H (-5.2859, 2.0578, 1.2878)  0.28
H (-4.9351, 3.7907, 1.5014)  0.37
H (-6.4817, 3.2826, 0.7610)  0.30
H (-3.5954, 3.1678, -2.8528)  0.49
H (-1.1468, 3.1481, -3.1421)  0.30
H (6.1028, -1.0944, -1.2645)  0.37
H (5.1087, -2.5739, -1.4490)  0.40
H (5.1229, -1.3365, -2.7210)  0.48
H (4.9356, 1.1717, -1.0931)  0.49
H (3.9636, 0.7492, -2.5062)  0.52
H (3.1418, 1.2279, -0.9982)  -0.16
H (5.6834, -2.1255, 0.9688)  0.43
H (4.3971, -2.3525, 2.1677)  0.48
H (4.2444, -3.1178, 0.5760)  0.28
H (5.3733, 0.4656, 1.1989)  0.36
H (3.7060, 1.1175, 1.1634)  0.24
H (4.2218, 0.0376, 2.4741)  0.46
O (-4.2891, -4.7325, 4.0139)  -0.23
C (-3.7083, -3.7436, 3.8080)  0.49
Cr (-2.5490, -2.2998, 3.3316)  -0.24
C (-2.5186, -3.1100, 1.6250)  0.46
O (-2.4809, -3.7680, 0.6668)  -0.26
C (-1.1918, -3.5340, 3.7860)  0.47
O (-0.4706, -4.4222, 4.0252)  -0.29
C (-3.5783, -0.9497, 4.6827)  -0.60
C (-3.9883, -0.7109, 3.3626)  -1.17
C (-3.0309, -0.4840, 2.3625)  0.04
C (-1.6476, -0.3503, 2.6757)  1.12
C (-0.6629, -0.0618, 1.6469)  -0.09
C (0.0400, 0.0398, 0.6261)  -1.31
C (0.6837, -0.0621, -0.5866)  1.40
C (1.3650, -3.0095, -0.3924)  0.93
C (0.9455, -3.5782, 0.8021)  -0.51
C (0.7940, -4.9635, 0.9023)  -0.83
C (1.0300, -5.7739, -0.2114)  -0.77
C (1.3805, -5.1895, -1.4301)  -0.81
C (1.5254, -3.7985, -1.5228)  -0.69
C (-0.1619, -0.1834, -1.7761)  0.47
C (-1.5714, -0.0507, -1.6535)  0.30
C (-2.4398, -0.3469, -2.6952)  -0.85
C (-1.9278, -0.8042, -3.9107)  -0.71
C (-0.5408, -0.9075, -4.0841)  -0.86
C (0.3274, -0.5883, -3.0401)  -0.46
C (-1.2609, -0.7528, 3.9745)  -0.90
C (-2.2135, -0.9744, 4.9859)  -0.73
H (-4.3200, -1.1522, 5.4589)  0.53
H (-5.0472, -0.7508, 3.0946)  0.61
H (-3.3509, -0.3427, 1.3291)  1.04
H (0.7429, -2.9366, 1.6601)  0.59
H (0.5099, -5.3984, 1.8619)  0.46
H (0.9393, -6.8556, -0.1197)  0.45
H (1.5648, -5.8049, -2.3138)  0.46
H (1.7870, -3.3506, -2.4833)  0.47
H (-1.9652, 0.2567, -0.6858)  0.04
H (-3.5142, -0.2268, -2.5404)  0.54
H (-2.6111, -1.0623, -4.7199)  0.48
H (-0.1422, -1.2684, -5.0340)  0.51
H (1.4025, -0.6849, -3.1678)  0.63
H (-0.1950, -0.8364, 4.1935)  0.75
H (-1.8805, -1.2181, 5.9971)  0.56

What is the energy in the first record? -224647.68710 eV